# 1
{
  "formula": "C38H74Br2F3NiO18S8",
  "method": "ωB97M-V/def2-TZVPD",
  "s2": 2.010,
  "relative_energy_kj_mol": 0.0,
  "homo_lumo_gap_ev": [4.3395, 4.4054],
  "e_homo_ev": [-11.09, -11.09],
  "charge": 1,
  "spin_multiplicity": 3,
  "elements": ["Ni", "C", "O", "O", "C", "F", "F", "F", "C", "C", "H", "H", "H", "H", "H", "H", "C", "C", "C", "S", "O", "O", "C", "H", "H", "H", "H", "H", "H", "H", "H", "C", "C", "C", "S", "O", "O", "C", "H", "H", "H", "H", "H", "H", "H", "H", "C", "C", "C", "S", "O", "O", "C", "H", "H", "H", "H", "H", "H", "H", "H", "C", "C", "C", "S", "O", "O", "C", "H", "H", "H", "H", "H", "H", "H", "H", "C", "C", "C", "S", "O", "O", "C", "H", "H", "H", "H", "H", "H", "H", "H", "C", "C", "C", "S", "O", "O", "C", "H", "H", "H", "H", "H", "H", "H", "H", "C", "C", "C", "S", "O", "O", "C", "H", "H", "H", "H", "H", "H", "H", "H", "C", "C", "C", "S", "O", "O", "C", "H", "H", "H", "H", "H", "H", "H", "H", "Br", "C", "C", "Br", "H", "H", "H", "H"],
  "xyz": [[5.5579, -2.7387, 6.9115], [3.4973, 0.2714, 2.5841], [2.5398, -0.6381, 2.1498], [4.0440, -0.2206, 3.7438], [4.4756, 0.6802, 1.4000], [3.8953, 1.4166, 0.5086], [5.5150, 1.4017, 1.7594], [4.9146, -0.4260, 0.8363], [1.3944, -0.2475, 1.3328], [0.8228, -1.4665, 0.5665], [1.4350, -1.9941, -0.1650], [0.4665, -2.2587, 1.2250], [-0.0906, -1.2384, 0.0173], [1.7076, 0.4105, 0.5223], [0.6441, 0.2763, 1.9252], [2.8906, 1.1710, 2.6874], [-1.6503, 0.3436, 7.5871], [-1.1240, 0.8999, 8.9382], [0.3179, 0.4667, 9.0312], [0.2690, -1.2797, 8.8749], [-0.5405, -1.8833, 9.9190], [1.5898, -1.8735, 8.4775], [-0.9437, -1.0253, 7.3675], [-1.5203, 0.8678, 6.6403], [-2.7236, 0.4107, 7.7651], [-1.6550, 0.5755, 9.8331], [-1.0965, 1.9880, 8.8796], [0.8086, 0.5950, 9.9960], [0.8845, 0.8355, 8.1762], [-1.5353, -1.8941, 7.0791], [-0.1872, -0.8847, 6.5955], [-1.7705, 8.9432, 2.8290], [-0.3894, 9.6186, 3.1123], [0.6694, 8.5333, 3.1365], [-0.1122, 6.9361, 3.4890], [0.2440, 6.6963, 4.8576], [0.0595, 5.9968, 2.4380], [-1.9037, 7.5861, 3.4887], [-1.8222, 8.8360, 1.7455], [-2.6517, 9.5009, 3.1461], [-0.3626, 10.0595, 4.1088], [-0.1740, 10.4974, 2.5046], [1.3708, 8.6228, 3.9660], [1.1277, 8.4078, 2.1555], [-2.1768, 7.5308, 4.5425], [-2.3734, 6.6759, 3.1159], [-2.6019, -8.6889, -2.1718], [-3.9059, -9.0577, -2.8486], [-4.9611, -9.2113, -1.7903], [-4.6373, -7.9355, -0.5009], [-5.0009, -8.6366, 0.7453], [-5.0624, -6.6559, -1.0260], [-2.7530, -8.1612, -0.6852], [-2.2387, -7.8939, -2.8231], [-1.8845, -9.5053, -2.2547], [-3.6957, -10.0079, -3.3397], [-4.2784, -8.3332, -3.5727], [-4.9824, -10.2328, -1.4106], [-5.9635, -9.0127, -2.1695], [-2.4344, -8.8980, 0.0522], [-2.2833, -7.1912, -0.5223], [-5.0070, -0.7750, -6.6325], [-4.1851, -0.4660, -7.8476], [-2.9097, -1.3975, -7.8307], [-3.3827, -2.8938, -6.8442], [-2.5929, -2.8938, -5.6088], [-3.4029, -4.0268, -7.8100], [-5.2003, -2.3269, -6.5197], [-5.9458, -0.3514, -6.9895], [-4.5016, -0.2816, -5.8023], [-3.9516, 0.5864, -8.0091], [-4.8301, -0.6767, -8.7006], [-2.0899, -0.8498, -7.3660], [-2.7189, -1.7250, -8.8527], [-5.6201, -2.6908, -5.5819], [-5.8769, -2.6171, -7.3234], [0.0487, 4.9515, -3.5151], [0.1608, 6.4522, -3.3669], [-0.7051, 7.1392, -4.5188], [-2.2087, 6.0199, -4.6312], [-2.4556, 5.6696, -6.0640], [-3.2860, 6.4691, -3.8053], [-1.4682, 4.5961, -3.6705], [0.5668, 4.3113, -2.8012], [0.6201, 4.7986, -4.4307], [1.2358, 6.6323, -3.3580], [-0.3241, 6.7637, -2.4417], [-0.1497, 6.9510, -5.4376], [-1.0124, 8.1845, -4.5509], [-1.7588, 3.7750, -4.3259], [-1.9423, 4.6038, -2.6890], [-7.3008, 0.2451, 2.9011], [-8.5919, -0.1554, 2.3083], [-9.1733, 1.0479, 1.5384], [-7.6474, 2.0174, 1.0662], [-7.6245, 3.2308, 1.8180], [-7.5987, 1.9926, -0.3586], [-6.4542, 0.8789, 1.8681], [-6.7986, -0.6438, 3.2829], [-7.4711, 0.7815, 3.8346], [-9.2851, -0.3940, 3.1149], [-8.6729, -1.0525, 1.6944], [-9.7816, 1.5226, 2.3084], [-9.6670, 0.7888, 0.6018], [-5.4568, 1.3108, 1.9495], [-6.4035, 0.1259, 1.0817], [4.5045, -8.6733, 1.6498], [4.6465, -7.3156, 0.8699], [3.6174, -6.3009, 1.3674], [3.5337, -6.6759, 3.1911], [2.1559, -7.0484, 3.5715], [4.3536, -5.6504, 3.8879], [4.4664, -8.2277, 3.1366], [5.2847, -9.4270, 1.5429], [3.5535, -9.1399, 1.3929], [4.4841, -7.4620, -0.1980], [5.6851, -6.9848, 0.8620], [2.5698, -6.3675, 1.0737], [3.9314, -5.2628, 1.2583], [4.4105, -8.8802, 4.0079], [5.4266, -7.7491, 3.3291], [6.0999, -0.3430, -5.3107], [4.8576, -0.8955, -4.6059], [3.8348, -1.1664, -5.6718], [4.1365, 0.0948, -7.0031], [3.0924, 1.0951, -7.0023], [4.6187, -0.5890, -8.2037], [5.6475, 0.7998, -6.1893], [6.6907, -1.0565, -5.8852], [6.6337, 0.2457, -4.5647], [4.4140, -0.1112, -3.9925], [5.1094, -1.6471, -3.8578], [2.8419, -0.9593, -5.2727], [3.4872, -2.0984, -6.1176], [5.1831, 1.6431, -5.6780], [6.4083, 1.2488, -6.8277], [13.2220, 6.4862, 2.9906], [11.4269, 7.1671, 2.3344], [10.6070, 5.9362, 1.7705], [11.5816, 5.3270, 0.1253], [11.6148, 7.9936, 1.6490], [10.7260, 7.4766, 3.1098], [9.5610, 6.1671, 1.5688], [10.7484, 5.1614, 2.5240]],
  "mulliken_spin": [1.000, -0.043, 0.012, 0.861, 0.065, 0.004, 0.003, 0.007, 0.005, 0.000, 0.000, 0.000, 0.000, -0.001, -0.001, 0.089, 0.000, 0.000, 0.000, 0.000, 0.000, 0.000, 0.000, 0.000, 0.000, 0.000, 0.000, 0.000, 0.000, 0.000, 0.000, 0.000, 0.000, 0.000, 0.000, 0.000, 0.000, 0.000, 0.000, 0.000, 0.000, 0.000, 0.000, 0.000, 0.000, 0.000, 0.000, 0.000, 0.000, 0.000, 0.000, 0.000, 0.000, 0.000, 0.000, 0.000, 0.000, 0.000, 0.000, 0.000, 0.000, 0.000, 0.000, 0.000, 0.000, 0.000, 0.000, 0.000, 0.000, 0.000, 0.000, 0.000, 0.000, 0.000, 0.000, 0.000, 0.000, 0.000, 0.000, 0.000, 0.000, 0.000, 0.000, 0.000, 0.000, 0.000, 0.000, 0.000, 0.000, 0.000, 0.000, 0.000, 0.000, 0.000, 0.000, 0.000, 0.000, 0.000, 0.000, 0.000, 0.000, 0.000, 0.000, 0.000, 0.000, 0.000, 0.000, 0.000, 0.000, 0.000, 0.000, 0.000, 0.000, 0.000, 0.000, 0.000, 0.000, 0.000, 0.000, 0.000, 0.000, 0.000, 0.000, 0.000, 0.000, 0.000, 0.000, 0.000, 0.000, 0.000, 0.000, 0.000, 0.000, 0.000, 0.000, 0.000, 0.000, 0.000, 0.000, 0.000, 0.000, 0.000, 0.000, 0.000]
}

***

# 2
{
  "formula": "C4H8OSe",
  "method": "ωB97M-V/def2-TZVPD",
  "smiles": "CCC(=[Se])CO",
  "relative_energy_kj_mol": 92.8,
  "homo_lumo_gap_ev": [7.8189, 7.8181],
  "e_homo_ev": [-8.29, -8.29],
  "charge": 0,
  "elements": ["C", "C", "C", "C", "O", "Se", "H", "H", "H", "H", "H", "H", "H", "H"],
  "xyz": [[0.4288, 2.3618, -0.5178], [0.3153, -0.8202, 1.0554], [0.1870, -0.1379, -0.3224], [1.0284, 1.0164, -0.4112], [-0.8298, 2.5137, -1.0839], [2.7868, 0.9209, -0.2704], [0.2684, 2.7101, 0.4869], [-0.2546, -0.2759, 1.8031], [1.3799, -0.7539, 1.4451], [-0.0634, -1.9379, 0.9783], [-0.7495, 0.2960, -0.4823], [0.3147, -0.8945, -1.2270], [1.1178, 3.0549, -0.9582], [-0.9929, 2.5361, -2.0515]],
  "mulliken_charge": [-0.615, -0.943, -0.359, 0.019, -0.566, -0.043, 0.270, 0.330, 0.277, 0.255, 0.318, 0.284, 0.463, 0.308]
}

***

# 3
{
  "formula": "C32H48BBrN7S3SiV",
  "method": "ωB97M-V/def2-TZVPD",
  "s2": 2.195,
  "relative_energy_kj_mol": 86.0,
  "homo_lumo_gap_ev": [3.8424, 4.3475],
  "e_homo_ev": [-10.91, -11.10],
  "charge": 2,
  "spin_multiplicity": 3,
  "elements": ["V", "N", "C", "C", "C", "C", "C", "C", "S", "N", "C", "C", "C", "C", "C", "C", "N", "H", "H", "H", "H", "H", "H", "H", "H", "H", "C", "N", "C", "C", "N", "B", "N", "C", "C", "N", "C", "C", "S", "C", "S", "H", "H", "H", "H", "H", "H", "H", "H", "H", "H", "H", "H", "C", "C", "C", "C", "Si", "Br", "C", "C", "C", "C", "C", "C", "C", "C", "H", "H", "H", "H", "H", "H", "H", "H", "H", "H", "H", "H", "H", "H", "H", "H", "H", "H", "H", "H", "H", "H", "H", "H", "H", "H", "H"],
  "xyz": [[1.9018, 0.7326, 0.5316], [5.9530, -0.1907, 0.2955], [6.8209, 0.9145, 0.3379], [8.2118, 0.8219, 0.1223], [8.9994, 1.9866, 0.0425], [8.4361, 3.2582, 0.1427], [7.0711, 3.3771, 0.3458], [6.2821, 2.2406, 0.4838], [4.6453, 2.6313, 0.7642], [3.9264, 1.0433, 0.6240], [4.5876, -0.0678, 0.3256], [3.7676, -1.2487, -0.0403], [4.1927, -2.6147, 0.0491], [3.3745, -3.6544, -0.4152], [2.1414, -3.2719, -0.9991], [1.8139, -1.9324, -1.0724], [2.5418, -0.9295, -0.5273], [6.3254, -1.1150, 0.0885], [8.6746, -0.1570, 0.0431], [10.0598, 1.8636, -0.0841], [9.0389, 4.1763, 0.1002], [6.5491, 4.3344, 0.4263], [5.1437, -2.7988, 0.5321], [3.7074, -4.6833, -0.3569], [1.4485, -4.0075, -1.4299], [0.9157, -1.5993, -1.5815], [-1.1790, 1.2501, -3.2953], [-0.8789, 2.6400, -3.0094], [-0.1315, 3.4704, -3.8218], [0.0674, 4.6077, -3.1333], [-0.5386, 4.5271, -1.9002], [-0.3306, 5.5360, -0.7459], [0.2023, 4.8978, 0.6231], [0.0419, 5.5139, 1.8827], [0.6006, 4.7439, 2.8228], [1.0950, 3.6061, 2.1739], [1.7003, 2.5030, 2.9029], [0.8407, 3.7376, 0.8232], [1.4164, 2.6655, -0.4283], [-1.1302, 3.3131, -1.8245], [-2.0560, 2.7389, -0.5643], [-1.2853, 1.1214, -4.3819], [-2.0917, 0.9706, -2.7784], [-0.3790, 0.6044, -2.9389], [0.2240, 3.1375, -4.8109], [0.5932, 5.5416, -3.3383], [-1.3651, 6.0459, -0.4774], [0.5337, 6.3098, -1.0690], [-0.4689, 6.4835, 1.9367], [0.6893, 4.8477, 3.9005], [1.0786, 2.1904, 3.7515], [2.7224, 2.7095, 3.2574], [1.7293, 1.6123, 2.2087], [-4.0157, 0.1346, 1.6698], [-4.5026, -0.8154, 0.5478], [-4.7845, 0.0533, -0.7162], [-5.8073, -1.5447, 0.9908], [-3.1703, -2.2167, 0.2785], [-0.2511, -0.1614, 1.1277], [-2.6371, -3.3063, 1.8284], [-2.8128, -2.5739, 3.1729], [-1.1278, -3.6390, 1.6848], [-3.5231, -4.5769, 1.8426], [-3.0343, -2.9837, -1.5029], [-1.9811, -4.1100, -1.5843], [-2.6005, -1.8544, -2.4512], [-4.4245, -3.5733, -1.8466], [-4.6814, 0.9941, 1.6791], [-3.0190, 0.4944, 1.4248], [-4.0052, -0.3033, 2.6662], [-5.6242, 0.7237, -0.5036], [-5.0680, -0.5373, -1.5741], [-3.9288, 0.6878, -0.9265], [-6.5753, -0.7852, 1.0928], [-5.6921, -2.0279, 1.9651], [-6.1413, -2.2804, 0.2751], [-2.1626, -1.6952, 3.2217], [-2.4684, -3.2409, 3.9744], [-3.8487, -2.2855, 3.3973], [-0.5147, -2.7520, 1.5150], [-0.9517, -4.3542, 0.8691], [-0.7740, -4.1003, 2.5987], [-4.5667, -4.3355, 2.0044], [-3.2009, -5.2286, 2.6344], [-3.4658, -5.1339, 0.9266], [-0.9806, -3.7030, -1.4340], [-2.0456, -4.5649, -2.5785], [-2.1490, -4.8884, -0.8542], [-1.7062, -1.3753, -2.0454], [-3.3581, -1.1006, -2.6213], [-2.3345, -2.2863, -3.4156], [-4.7140, -4.3593, -1.1372], [-4.3931, -4.0292, -2.8456], [-5.1880, -2.8000, -1.8652]],
  "mulliken_spin": [2.379, 0.014, -0.008, 0.005, -0.004, 0.005, -0.002, 0.004, -0.001, -0.027, 0.003, 0.020, -0.003, 0.009, -0.004, 0.046, 0.036, -0.002, 0.000, 0.000, 0.000, 0.000, 0.000, 0.000, -0.001, -0.026, 0.002, 0.005, 0.000, -0.001, 0.000, -0.001, -0.021, -0.001, -0.021, -0.007, -0.075, 0.028, -0.281, 0.000, -0.080, 0.000, -0.001, 0.004, 0.000, 0.000, -0.002, -0.003, -0.001, -0.001, -0.002, -0.006, 0.008, -0.002, 0.000, 0.004, 0.000, -0.005, 0.004, -0.003, -0.002, -0.009, 0.000, 0.004, 0.000, 0.003, 0.001, 0.000, 0.003, 0.000, 0.000, 0.000, -0.001, 0.000, 0.000, 0.000, 0.002, 0.000, 0.000, 0.006, 0.000, 0.000, 0.000, 0.000, 0.000, 0.002, 0.000, 0.000, 0.006, 0.001, 0.000, 0.000, 0.000, 0.000]
}